No. 1
Formula: C11H18F6NO8PS
Source: the Open Molecules 2025 dataset
Level of theory: ωB97M-V/def2-TZVPD

largest force on an atom	1.5	eV/A
LUMO level	0.40	eV

```
46
Properties=species:S:1:pos:R:3:forces:R:3:lowdin_charge:R:1
C -2.9699 -1.9309 -1.9272 -0.1 0.5 0.2 -0.039
C -1.8655 -2.1827 -0.9424 -0.4 -0.2 -0.3 -0.420
C -0.4755 -1.6787 -1.2396 -0.3 -0.4 0.1 -0.033
N -2.0017 -2.8080 0.1590 0.1 1.3 0.8 0.098
O -3.3918 -2.8415 0.6035 0.3 -0.5 -0.6 -0.210
P -3.7741 -1.7800 1.7224 -0.8 -0.7 1.0 0.261
O -4.8946 -2.2635 2.5116 -0.1 0.1 -0.2 -0.221
O -2.4680 -1.4842 2.5642 0.1 0.3 -0.3 -0.106
O -4.1822 -0.3941 0.9938 0.5 0.3 -0.3 -0.584
S -2.9255 0.5739 0.4202 0.4 -0.1 -0.3 0.866
H -3.9423 -1.8619 -1.4475 0.0 -0.2 0.0 0.071
H -2.7952 -1.0009 -2.4651 0.1 -0.1 -0.1 0.073
H -2.9850 -2.7537 -2.6447 0.0 0.0 0.0 0.098
H -0.0344 -1.3760 -0.2928 0.2 -0.2 -0.1 0.078
H 0.1421 -2.4340 -1.7227 0.1 0.1 -0.1 0.075
H -0.5538 -0.7895 -1.8628 0.1 -0.1 -0.2 0.082
H -2.0906 -0.6034 2.4276 0.1 0.0 0.0 0.040
H -3.5791 1.7374 0.2949 -0.4 -0.2 0.3 -0.111
C -0.1285 5.5837 3.7477 0.1 -0.1 -0.2 -0.058
C -1.5764 5.4722 3.3273 0.0 0.1 0.4 -0.187
O -1.7042 5.3647 1.8906 0.0 0.0 -0.1 0.037
C -1.4702 4.1723 1.3739 0.0 0.1 0.2 -0.410
O -1.1713 3.1766 1.9634 0.0 -0.1 -0.2 0.151
C -1.6924 4.2349 -0.1525 0.1 0.1 -0.2 -0.551
F -1.0962 5.3011 -0.6864 0.0 0.0 0.0 0.177
F -3.0066 4.3151 -0.4183 0.0 0.0 0.1 0.157
F -1.2193 3.1471 -0.7592 0.0 -0.1 0.2 0.155
H 0.3521 6.4202 3.2400 0.0 0.1 0.1 0.085
H -0.0649 5.7411 4.8237 0.0 0.0 0.0 0.085
H 0.4252 4.6796 3.4982 0.0 0.0 0.1 0.078
H -2.1258 6.3724 3.5916 0.0 0.0 -0.2 0.126
H -2.0723 4.6260 3.8011 0.0 -0.1 -0.1 0.127
C 5.1637 -4.2358 -3.4077 -0.1 0.3 0.0 -0.060
C 5.0171 -4.3251 -1.9055 0.1 -0.4 -0.1 -0.189
O 4.8364 -3.0199 -1.3121 0.0 0.0 0.1 0.038
C 3.6216 -2.5087 -1.3918 0.1 -0.1 0.0 -0.399
O 2.6589 -3.0058 -1.8969 -0.1 0.0 0.0 0.162
C 3.5874 -1.1390 -0.6803 0.0 0.2 0.0 -0.544
F 4.6246 -0.3762 -1.0400 0.0 0.0 0.0 0.169
F 3.6393 -1.3079 0.6468 0.0 -0.1 0.0 0.171
F 2.4659 -0.4869 -0.9753 0.0 0.0 0.0 0.165
H 5.9781 -3.5606 -3.6714 0.1 -0.1 0.0 0.084
H 5.3757 -5.2214 -3.8205 0.0 0.0 0.0 0.084
H 4.2534 -3.8567 -3.8702 0.0 -0.1 0.0 0.077
H 5.9244 -4.7172 -1.4523 0.0 0.1 0.1 0.126
H 4.1913 -4.9739 -1.6167 -0.1 0.1 0.0 0.127
```
Positions in Å, forces in eV/Å.


No. 2
Formula: C7H7ClOS
Source: the Open Molecules 2025 dataset
Level of theory: ωB97M-V/def2-TZVPD

largest force on an atom	4.0	eV/A
LUMO level (alpha / beta)	-0.54 / -0.54	eV
ΔE to the lowest compared entry with this formula, charge and spin	330.1	kJ/mol

```
17
Properties=species:S:1:pos:R:3:forces:R:3:lowdin_charge:R:1
C -2.2073 1.0194 0.2243 1.9 -0.5 0.4 -0.074
C -1.4698 0.8810 -0.9339 0.6 -1.5 -0.3 -0.068
C -1.5219 0.9308 1.4265 0.1 -0.2 0.3 -0.082
C -0.0971 0.5560 -0.9339 0.0 2.0 0.4 -0.115
C -0.1392 0.7156 1.5324 -1.4 -0.2 -1.2 -0.052
C 0.4652 0.5570 0.2961 3.4 -1.2 1.7 -0.157
C 3.0507 -1.6659 0.5694 -0.5 -1.7 -0.7 -0.331
O 3.1903 0.5390 1.6204 -0.4 0.9 -0.6 -0.447
S 2.6214 -0.1436 0.4662 -1.9 1.0 2.5 0.440
Cl 3.1245 0.7284 -1.3239 0.5 0.1 -0.6 0.324
H -3.2461 1.0109 0.4053 -1.2 0.3 -1.0 0.095
H -1.8451 0.5974 -1.8696 -1.4 0.7 -1.4 0.089
H -2.2167 0.8435 2.2464 0.5 0.4 0.8 0.105
H 0.5526 0.6877 -1.8120 -0.7 -0.9 0.2 0.080
H 0.2831 0.5853 2.5033 0.7 -0.1 0.2 0.109
H 3.4710 -2.0445 1.5378 -0.5 0.7 -1.2 0.059
H 2.6572 -2.3184 -0.2199 0.4 0.1 0.5 0.024
```
Positions in Å, forces in eV/Å.


No. 3
Formula: CH5N2O3S
Source: the Open Molecules 2025 dataset
Level of theory: ωB97M-V/def2-TZVPD

largest force on an atom	3.8	eV/A
LUMO level	4.00	eV
charge	-1
ΔE to the lowest compared entry with this formula, charge and spin	140.0	kJ/mol

```
12
Properties=species:S:1:pos:R:3:forces:R:3:lowdin_charge:R:1
C 2.0313 -0.9708 1.3764 -0.4 3.0 -2.3 -0.125
N -0.0208 -0.0681 -1.6537 1.6 0.8 -1.2 -0.044
N -0.3162 0.2809 -0.5302 -1.3 -0.1 0.1 -0.155
O -2.0961 2.0343 0.4423 -0.2 -1.4 -0.8 -0.399
O -2.6062 -0.3933 -0.0991 -0.5 0.8 0.4 -0.384
O -2.2822 1.2365 -1.9466 -0.1 -0.2 2.6 -0.451
S -2.0482 0.8932 -0.4864 0.6 1.1 -2.2 0.441
H 1.7765 -1.7464 2.1260 0.3 0.4 -0.8 -0.009
H 3.0978 -0.4735 1.5141 -2.0 -1.5 -0.4 0.026
H 1.3172 -0.0589 1.4749 1.0 -1.6 0.4 0.005
H 1.7535 -1.1499 0.1970 1.1 -0.3 3.1 0.041
H -0.6067 0.4159 -2.4147 -0.3 -0.9 1.1 0.055
```
Positions in Å, forces in eV/Å.


No. 4
Formula: C30H26N5O7S4Sc
Source: the Open Molecules 2025 dataset
Level of theory: ωB97M-V/def2-TZVPD

2S+1	2
largest force on an atom	0.8	eV/A
LUMO level (alpha / beta)	2.23 / 2.22	eV
⟨S²⟩	0.7639
charge	-1
ΔE to the lowest compared entry with this formula, charge and spin	197.2	kJ/mol

```
73
Properties=species:S:1:pos:R:3:forces:R:3:lowdin_charge:R:1
Sc 0.7813 -0.5104 -0.5360 0.6 0.0 -0.4 0.860
O -0.2625 -4.7648 0.9927 0.0 0.0 0.0 0.028
C 0.1099 -3.6226 0.7053 -0.1 0.0 -0.1 -0.396
N 0.2524 -3.3481 -0.7081 0.2 -0.2 -0.1 -0.128
C -0.6108 -4.1803 -1.5362 0.0 0.0 0.0 -0.131
C -2.0569 -3.9150 -1.1875 0.0 0.0 0.0 -0.245
C -3.0267 -4.8916 -1.3929 0.0 0.0 0.0 -0.025
C -4.3464 -4.5924 -1.1106 0.0 0.0 0.0 -0.081
C -4.6599 -3.3301 -0.6283 0.0 0.0 0.0 -0.073
C -3.6261 -2.4256 -0.4478 0.0 0.0 0.0 -0.121
N -2.3545 -2.7074 -0.7157 0.0 0.0 0.0 0.146
C 0.3622 -2.6293 1.7043 0.0 0.2 0.1 -0.191
C 0.3767 -3.0673 3.0506 0.0 0.0 0.1 -0.027
C 0.5945 -2.1933 4.0715 0.0 0.0 0.0 -0.089
C 0.8059 -0.8181 3.7658 0.0 0.0 0.0 -0.092
C 0.7591 -0.4321 2.4623 -0.1 0.0 0.0 -0.206
N 0.5344 -1.2791 1.4206 -0.1 -0.1 -0.1 -0.055
H -0.3820 -5.2394 -1.4254 0.0 0.0 0.0 0.124
H -0.4202 -3.8887 -2.5697 0.0 0.0 0.0 0.073
H -2.7371 -5.8694 -1.7566 0.0 0.0 0.0 0.110
H -5.1210 -5.3354 -1.2578 0.0 0.0 0.0 0.098
H -5.6782 -3.0497 -0.3948 0.0 0.0 0.0 0.094
H -3.8198 -1.4228 -0.0821 0.0 0.0 0.0 0.104
H 0.2142 -4.1209 3.2250 0.0 0.0 0.0 0.108
H 0.6143 -2.5393 5.0972 0.0 0.0 0.0 0.091
H 0.9805 -0.0800 4.5356 0.0 0.0 0.0 0.094
H 0.8969 0.6106 2.1951 0.0 0.0 0.0 0.096
O 2.3147 3.1568 -1.2965 0.1 -0.1 0.0 -0.299
S 1.2888 2.1427 -1.3926 -0.3 0.1 0.2 0.499
O 1.7138 0.9303 -2.1058 0.0 0.0 0.0 -0.369
O 0.7205 1.7087 -0.1006 0.0 0.1 0.0 -0.376
C -0.0724 2.8642 -2.2938 0.0 0.0 0.0 -0.209
C 0.1728 4.1087 -2.8554 0.0 0.0 0.0 -0.057
C -0.8097 4.7657 -3.5813 0.0 0.0 0.0 -0.074
C -2.0461 4.1711 -3.7476 0.0 0.0 0.0 -0.068
C -2.2965 2.9253 -3.1892 0.0 0.0 0.0 -0.051
C -1.3272 2.2567 -2.4562 0.0 0.0 0.0 -0.191
S -1.8535 0.6660 -1.7754 -0.1 0.0 0.0 0.494
O -2.0206 0.8594 -0.3472 0.0 0.0 0.0 -0.324
O -3.0408 0.3218 -2.5060 0.0 0.0 0.0 -0.290
O -0.7142 -0.2469 -2.0473 0.0 0.1 0.3 -0.391
H 1.1447 4.5565 -2.7066 0.0 0.0 0.0 0.106
H -0.6019 5.7372 -4.0110 0.0 0.0 0.0 0.103
H -2.8231 4.6694 -4.3130 0.0 0.0 0.0 0.104
H -3.2539 2.4420 -3.3205 0.0 0.0 0.0 0.109
S 3.4027 -0.2992 0.4629 0.0 0.0 0.0 0.703
C 4.2854 -0.1763 -0.9825 0.0 0.0 -0.1 -0.714
N 4.4109 1.0227 -1.6026 0.1 -0.1 0.0 0.059
C 5.0335 1.2175 -2.7835 0.0 0.0 0.0 -0.062
C 5.6431 0.1789 -3.4150 0.0 0.0 0.0 -0.061
C 5.5613 -1.0934 -2.8172 0.0 0.0 0.0 -0.051
C 4.8996 -1.2691 -1.6350 0.0 0.0 0.0 -0.093
H 3.8704 1.7890 -1.2088 0.1 0.1 0.0 0.098
H 4.9911 2.2237 -3.1733 0.0 0.0 0.0 0.132
H 6.1402 0.3331 -4.3604 0.0 0.0 0.0 0.101
H 6.0009 -1.9488 -3.3138 0.0 0.0 0.0 0.112
H 4.7761 -2.2438 -1.1891 0.0 0.0 0.0 0.107
S 1.7428 -2.6303 -2.7912 0.0 0.1 0.1 0.598
C 1.2260 -2.5460 -1.2139 -0.4 -0.1 0.2 -0.778
N -2.0510 1.0642 2.6431 -0.3 0.0 -0.1 0.137
C -1.5548 2.0128 3.4847 0.2 0.0 0.0 -0.339
C -1.5356 1.8200 4.8733 0.0 0.0 0.0 -0.061
C -1.0165 2.7905 5.7129 0.0 0.0 0.0 -0.120
C -0.4990 3.9752 5.2048 0.0 0.0 0.0 -0.134
C -0.5067 4.1658 3.8273 0.0 0.0 0.0 -0.109
C -1.0212 3.2062 2.9746 0.0 0.0 0.0 -0.037
H -2.0427 1.1883 1.6431 0.1 -0.1 0.0 0.050
H -2.3117 0.1616 2.9923 0.1 0.0 0.0 0.100
H -1.9265 0.8951 5.2823 0.0 0.0 0.0 0.103
H -1.0125 2.6141 6.7824 0.0 0.0 0.0 0.093
H -0.0900 4.7284 5.8653 0.0 0.0 0.0 0.084
H -0.0940 5.0750 3.4059 0.0 0.0 0.0 0.096
H -0.9978 3.3519 1.9008 0.0 0.0 0.0 0.108
```
Positions in Å, forces in eV/Å.


No. 5
Formula: C18H29N2O6
Source: the Open Molecules 2025 dataset
Level of theory: ωB97M-V/def2-TZVPD

largest force on an atom	2.8	eV/A
LUMO level	-4.58	eV
charge	+1
ΔE to the lowest compared entry with this formula, charge and spin	440.1	kJ/mol

```
55
Properties=species:S:1:pos:R:3:forces:R:3:lowdin_charge:R:1
C -1.8102 -3.6018 2.0691 -0.1 0.4 0.0 0.094
C -2.6118 -2.7865 1.3373 -0.4 -0.6 0.3 -0.069
N -3.1400 -1.4991 1.8249 2.5 0.4 -1.0 -0.021
N -4.4265 -1.5620 2.0990 0.1 0.3 -0.1 0.216
C -4.9904 -0.4529 2.5231 -0.7 0.6 0.6 -0.210
C -6.4693 -0.5093 2.8436 0.6 -1.0 -0.8 -0.090
C -7.1937 -1.0538 1.6125 -0.1 0.3 -0.3 -0.241
O -7.0570 -0.0613 0.5940 0.1 0.0 0.1 -0.055
C -4.2726 0.7458 2.7200 0.6 -0.3 -0.3 0.078
C -2.9345 0.7449 2.4332 -0.3 -0.1 0.1 0.065
C -2.3491 -0.4422 1.9603 -0.3 0.9 0.6 -0.158
C -0.9076 -0.4440 1.5946 0.3 0.1 -0.5 -0.046
C -0.7755 -0.0728 0.1096 0.4 -0.1 0.0 -0.202
O -1.4709 -0.5763 -0.7169 -0.5 -0.2 -0.3 0.095
H -0.7968 -3.3703 2.3896 -0.7 0.7 1.6 0.075
H -2.1902 -4.5802 2.3574 0.8 -0.8 -1.7 0.086
H -2.9521 -3.0307 0.3364 -1.5 -0.6 0.7 0.130
H -6.8421 0.4859 3.0636 -0.1 0.0 0.3 0.125
H -6.5745 -1.2182 3.6666 -0.3 0.3 0.2 0.135
H -8.2493 -1.2357 1.8178 0.0 0.1 0.1 0.124
H -6.7500 -1.9876 1.2681 0.0 -0.1 0.3 0.113
H -6.7928 -0.4814 -0.2280 -0.1 0.0 -0.1 0.092
H -4.7661 1.6356 3.0810 -0.1 0.0 0.0 0.139
H -2.3324 1.6337 2.5573 0.1 0.0 0.0 0.139
H -0.4065 -1.4028 1.7144 -0.1 -0.1 0.0 0.118
H -0.3536 0.2812 2.1873 -0.1 0.0 0.2 0.134
H -0.0004 0.6525 -0.1843 0.1 0.0 0.2 0.129
O 4.2067 4.1143 -3.7441 0.1 -0.1 0.0 0.123
C 3.2073 3.5599 -3.3919 -0.3 0.2 -0.1 -0.524
O 3.1718 2.2082 -3.3950 0.5 -0.3 0.2 -0.011
C 2.1235 1.4251 -2.8294 -0.4 0.1 -0.2 -0.253
C 0.9821 1.2591 -3.8127 -0.1 0.1 0.0 -0.053
C 1.9615 4.3292 -3.0168 0.0 -0.1 0.4 0.013
H 1.7991 1.8407 -1.8712 0.0 0.1 0.0 0.104
H 2.5553 0.4495 -2.6112 0.1 0.1 0.0 0.107
H 0.5304 2.2170 -4.0708 0.0 0.0 0.1 0.071
H 0.2075 0.6136 -3.3941 0.0 0.0 0.0 0.075
H 1.3413 0.8170 -4.7413 0.1 -0.1 0.1 0.090
H 1.4179 4.5817 -3.9262 0.0 0.0 0.0 0.099
H 2.2669 5.2466 -2.5199 0.1 0.1 -0.2 0.092
H 1.2987 3.8009 -2.3344 -0.1 -0.1 -0.1 0.065
O 3.3162 -2.4925 1.2118 -0.1 0.1 0.0 0.084
C 4.2268 -1.8314 0.7851 0.2 -0.2 -0.1 -0.536
O 3.9579 -0.6078 0.3000 -0.4 0.3 0.1 -0.017
C 4.9477 0.3634 -0.0752 0.3 0.0 -0.2 -0.223
C 5.4409 0.1646 -1.4930 0.0 -0.3 0.0 -0.049
C 5.6351 -2.3650 0.7132 0.2 0.2 0.4 0.019
H 5.7621 0.3879 0.6499 0.0 -0.1 0.0 0.117
H 4.4386 1.3238 -0.0036 -0.1 -0.1 0.1 0.119
H 5.9462 -0.7925 -1.6258 0.1 0.0 0.1 0.075
H 6.1338 0.9578 -1.7710 -0.1 0.0 0.0 0.094
H 4.5969 0.1771 -2.1792 0.1 0.1 -0.1 0.055
H 5.7383 -2.9614 -0.1923 0.0 0.0 0.0 0.101
H 5.8021 -3.0017 1.5784 -0.1 -0.1 -0.1 0.094
H 6.4032 -1.5959 0.7291 0.0 0.0 -0.2 0.073
```
Positions in Å, forces in eV/Å.